1.
{"formula": "C6H14HgO3", "method": "wB97M-V/def2-TZVPD", "symbols": ["H", "C", "H", "O", "C", "H", "H", "O", "C", "H", "O", "C", "H", "C", "H", "H", "H", "H", "Hg", "H", "C", "H", "H", "H"], "positions_angstrom": [[-1.505681, -4.745426, -0.608748], [-1.305943, -3.729174, -0.996696], [-1.842620, -3.647729, -1.963267], [0.056657, -3.488237, -1.150236], [-1.940547, -2.745169, -0.015120], [-3.038967, -2.764312, -0.049726], [-1.599503, -2.940544, 1.014412], [-1.468011, -1.443891, -0.400014], [-1.719161, -0.367118, 0.480347], [-1.482736, -0.666361, 1.513927], [0.459439, 0.321180, -0.321728], [-0.794762, 0.756200, 0.038757], [-1.185501, 1.264854, -0.878646], [2.701704, 2.413898, 0.050524], [1.733443, 1.566662, -0.084989], [3.052408, 2.575406, -0.979160], [-0.738245, 1.573826, 0.776954], [3.506909, 1.849496, 0.542914], [0.430264, -1.649627, -1.017184], [-2.770004, -0.051523, 0.432807], [2.414703, 3.719686, 0.762657], [1.609614, 4.278197, 0.264872], [2.123339, 3.549065, 1.809002], [3.303198, 4.370642, 0.778339]], "forces_ev_per_angstrom": [[0.4, 0.3, -0.2], [-1.4, -0.1, -0.2], [0.3, 0.0, 0.3], [0.3, -3.4, -0.5], [-0.5, -0.5, 0.5], [0.3, 0.0, 0.0], [-0.1, 0.1, -0.2], [-4.7, 0.7, 1.2], [-0.2, 0.4, 0.9], [-0.1, 0.0, -0.2], [0.5, 0.7, -0.4], [-0.8, 0.5, -0.5], [0.0, -0.1, 0.3], [-0.7, -1.7, -0.5], [2.1, 2.1, 0.6], [-0.4, -0.1, 0.1], [0.1, -0.2, 0.0], [-0.4, 0.0, 0.0], [5.3, 1.8, -1.1], [0.2, 0.0, 0.0], [-0.7, -0.1, 0.2], [0.2, -0.1, 0.2], [0.1, 0.1, -0.3], [-0.2, -0.3, -0.1]], "s2": 0.757, "lumo_energy_ev": [-4.179, -8.317], "total_energy_ha": -615.6616, "fmax_ev_per_a": 5.7, "total_charge": 1, "spin_multiplicity": 2, "gap_ha": [0.35422, 0.20062], "relative_energy_kj_mol": 0.00}

2.
{"formula": "C27H24N9NaO2SSe", "method": "wB97M-V/def2-TZVPD", "symbols": ["Na", "O", "C", "O", "C", "C", "C", "N", "C", "C", "C", "C", "C", "C", "C", "N", "C", "C", "C", "C", "C", "N", "H", "H", "H", "H", "H", "H", "H", "H", "H", "H", "C", "C", "N", "N", "C", "S", "N", "N", "H", "H", "H", "H", "H", "H", "C", "N", "C", "Se", "N", "C", "C", "C", "C", "C", "C", "H", "H", "H", "H", "H", "H", "H", "H"], "positions_angstrom": [[1.502659, 1.242009, 1.985973], [-2.562035, -0.271438, -3.856216], [-1.404981, -0.615573, -3.729195], [-0.598325, -1.229775, -4.391765], [-0.719637, 0.013282, -2.421780], [-1.433334, 0.035164, -1.237663], [-0.749908, 0.208320, -0.051144], [0.473676, 0.694583, -0.073501], [1.143070, 0.839963, -1.223773], [0.603572, 0.340314, -2.412792], [2.536450, 1.378765, -1.158310], [3.436888, 1.482134, -2.275589], [4.706126, 2.003355, -2.110822], [5.132523, 2.431082, -0.865374], [4.186737, 2.334776, 0.167873], [2.990381, 1.759843, 0.043139], [-1.344305, -0.213067, 1.199796], [-2.525317, -1.023537, 1.268567], [-3.159398, -1.225037, 2.433051], [-2.618419, -0.776182, 3.613697], [-1.348072, -0.167473, 3.514847], [-0.743239, 0.173170, 2.353166], [-2.469755, -0.236478, -1.224101], [1.186517, 0.226993, -3.318549], [3.108190, 1.319955, -3.259084], [5.367872, 2.184434, -2.940105], [6.126663, 2.874517, -0.745116], [4.478844, 2.575160, 1.138637], [-2.961941, -1.486401, 0.390401], [-4.089766, -1.813258, 2.424792], [-3.140410, -1.069144, 4.529415], [-0.764106, 0.207130, 4.364950], [-0.742341, 4.270841, -1.820490], [-1.153398, 3.739122, -0.501787], [-2.270668, 3.102013, -0.265127], [-2.172776, 2.740587, 1.054593], [-1.068786, 3.278598, 1.669424], [-0.557755, 3.296548, 3.217969], [-0.406699, 3.824886, 0.626749], [0.896961, 4.299269, 0.669333], [0.202275, 3.933806, -2.171920], [-0.733015, 5.390262, -1.807115], [-1.467894, 3.965471, -2.604621], [-2.941566, 2.301021, 1.591681], [0.884261, 5.237207, 0.329381], [1.495856, 3.760132, 0.089061], [0.147338, -3.452575, 2.951118], [0.381811, -3.096072, 1.594039], [1.385905, -2.361329, 1.064207], [2.727960, -1.419052, 2.007015], [1.301164, -2.480824, -0.264293], [0.239285, -3.282320, -0.662250], [-0.354579, -3.573483, -1.886108], [-1.540691, -4.303168, -1.797958], [-2.082520, -4.773817, -0.624096], [-1.518755, -4.396579, 0.582271], [-0.357194, -3.642421, 0.568701], [0.431140, -4.472374, 3.103942], [-0.921396, -3.233145, 3.175765], [0.768859, -2.765896, 3.519100], [1.960695, -1.935369, -0.820352], [-0.020552, -3.269571, -2.873003], [-2.088458, -4.551666, -2.653441], [-2.814645, -5.567576, -0.718520], [-1.957045, -4.760108, 1.523307]], "forces_ev_per_angstrom": [[-0.2, 0.0, 0.1], [-1.7, -0.1, -0.3], [0.8, 2.1, 1.8], [1.2, -1.6, -1.3], [-1.3, -1.0, -0.5], [0.0, -0.5, -0.1], [-0.1, -0.1, -1.4], [1.5, 0.8, 0.6], [-0.1, -0.6, -0.2], [1.0, 0.8, 0.2], [1.7, 0.2, -0.6], [-1.0, 0.5, 1.6], [0.0, 0.3, 0.3], [-0.8, 0.2, 0.4], [0.8, -1.2, -1.7], [-0.5, 0.7, 0.1], [-1.0, -0.7, 2.4], [1.4, 1.0, -2.3], [-1.3, -0.9, 0.9], [1.2, 0.0, 0.5], [-0.1, 0.8, 0.1], [-1.2, -1.0, -0.3], [-0.4, 0.0, -0.3], [0.0, 0.0, 0.0], [-0.5, -0.6, -1.1], [0.0, -0.3, -0.4], [-0.5, -0.2, 0.2], [0.3, 0.7, 1.6], [0.3, 0.3, -0.2], [0.4, 0.3, 0.1], [0.6, 0.6, 0.0], [-0.6, -0.4, 0.0], [-1.5, 1.2, -0.7], [-1.3, -1.0, -0.7], [0.5, 0.1, -0.1], [0.0, 0.7, 1.4], [-0.7, -0.9, -0.6], [0.1, -0.2, 1.3], [0.9, 0.4, -0.8], [-0.6, 0.4, 0.9], [1.0, -0.4, 0.0], [0.1, -0.8, 0.0], [0.3, 0.1, 0.7], [0.7, 0.6, -0.9], [0.2, 0.7, 0.0], [0.4, -0.8, -0.6], [-0.6, 1.6, 0.5], [0.1, 0.1, -1.2], [0.6, 0.1, 1.2], [-0.6, -0.6, -0.4], [1.1, 0.8, -0.7], [-0.6, 0.5, 0.7], [-0.6, -0.2, 0.2], [0.9, 0.3, 0.1], [0.6, -0.2, 0.4], [-0.3, -0.8, 1.2], [-0.5, -0.4, -1.5], [0.0, -0.6, 0.3], [0.7, -0.4, 0.1], [0.0, -0.2, 0.4], [-0.5, -0.4, -0.1], [0.2, 0.3, 0.3], [-0.3, -0.3, -1.5], [-0.4, 0.5, 0.4], [0.3, 0.2, -0.4]], "lumo_energy_ev": -0.382, "total_energy_ha": -4648.5690, "fmax_ev_per_a": 2.9, "total_charge": 0, "spin_multiplicity": 1, "gap_ha": 0.27057, "relative_energy_kj_mol": 4.18}

3.
{"formula": "C44H72FO22P", "method": "wB97M-V/def2-TZVPD", "symbols": ["C", "C", "C", "C", "C", "O", "P", "O", "O", "O", "C", "C", "C", "F", "H", "H", "H", "H", "H", "H", "H", "H", "H", "H", "H", "H", "H", "H", "H", "H", "H", "H", "O", "C", "C", "C", "C", "O", "H", "H", "H", "H", "H", "H", "O", "C", "C", "C", "C", "O", "H", "H", "H", "H", "H", "H", "O", "C", "C", "C", "C", "O", "H", "H", "H", "H", "H", "H", "O", "C", "C", "C", "C", "O", "H", "H", "H", "H", "H", "H", "O", "C", "C", "C", "C", "O", "H", "H", "H", "H", "H", "H", "O", "C", "C", "C", "C", "O", "H", "H", "H", "H", "H", "H", "O", "C", "C", "C", "C", "O", "H", "H", "H", "H", "H", "H", "O", "C", "C", "C", "C", "O", "H", "H", "H", "H", "H", "H", "O", "C", "C", "C", "C", "O", "H", "H", "H", "H", "H", "H"], "positions_angstrom": [[-0.922423, 3.217930, 4.201382], [-1.386845, 2.660050, 2.851446], [-0.977688, 3.537703, 1.668742], [-1.532750, 3.031414, 0.336882], [-0.688695, 1.943037, -0.301892], [0.278396, 2.503420, -1.229071], [1.814849, 2.476765, -0.845810], [2.095876, 2.413353, 0.592722], [2.439106, 1.268016, -1.683984], [2.418905, 3.698312, -1.626849], [1.821209, 4.998810, -1.499679], [0.985780, 5.430990, -2.701143], [1.313513, 4.764070, -4.031346], [-0.378192, 5.256615, -2.399707], [-0.939317, 4.310269, 4.173733], [-1.590492, 2.906247, 5.002939], [0.095759, 2.893236, 4.419993], [-2.475569, 2.546323, 2.847606], [-0.933744, 1.674447, 2.695304], [-1.294378, 4.569653, 1.848149], [0.116900, 3.547156, 1.615804], [-2.537751, 2.624118, 0.499025], [-1.646358, 3.848130, -0.381434], [-1.308159, 1.269571, -0.897891], [-0.163538, 1.341179, 0.441114], [2.244234, 0.449432, -1.202418], [2.643295, 5.699881, -1.360127], [1.196515, 5.036531, -0.603949], [1.121974, 6.513010, -2.788151], [0.419863, 4.282566, -4.430012], [2.103922, 4.022629, -3.935273], [1.628331, 5.506632, -4.764425], [0.749557, -1.035841, 0.801257], [1.748101, -1.663887, 1.036912], [3.152501, -1.147486, 1.263949], [4.005485, -2.405648, 1.101500], [3.034251, -3.500669, 1.532256], [1.729314, -2.999681, 1.152354], [3.206069, -0.728865, 2.269877], [3.381300, -0.360505, 0.549220], [4.924202, -2.402025, 1.683111], [4.269948, -2.542761, 0.051538], [3.030856, -3.654311, 2.611681], [3.187523, -4.455824, 1.036162], [3.230110, -6.599678, -0.740268], [2.331898, -6.879506, 0.001792], [0.962838, -7.439367, -0.320965], [0.179158, -7.157777, 0.959547], [1.260937, -7.154430, 2.019984], [2.435314, -6.661626, 1.339434], [1.066200, -8.505301, -0.534511], [0.548824, -6.924641, -1.183035], [-0.626676, -7.859575, 1.158505], [-0.253668, -6.159498, 0.919284], [1.485008, -8.151182, 2.410469], [1.036956, -6.481374, 2.845478], [-0.095107, -5.871900, -3.025787], [0.185171, -4.955710, -3.742139], [1.014418, -3.731333, -3.410854], [0.658727, -2.764013, -4.536369], [0.314208, -3.721858, -5.671553], [-0.226554, -4.893387, -5.028790], [2.064681, -4.030350, -3.423797], [0.764008, -3.377503, -2.413793], [1.448027, -2.064376, -4.801267], [-0.227215, -2.189074, -4.264154], [1.194656, -4.023655, -6.242696], [-0.439648, -3.323176, -6.347337], [-2.779912, -2.336843, -7.290378], [-3.310158, -3.350359, -7.642840], [-3.076959, -4.752968, -7.124636], [-3.705297, -5.630118, -8.203582], [-4.788540, -4.706295, -8.753185], [-4.261040, -3.375370, -8.604974], [-3.585476, -4.850821, -6.163910], [-2.014677, -4.925647, -6.980473], [-4.096058, -6.578011, -7.841067], [-2.972045, -5.840983, -8.983121], [-5.716029, -4.770926, -8.180061], [-5.011634, -4.860880, -9.805733], [3.053462, 8.370767, -0.670444], [2.191366, 9.063401, -1.123764], [2.262995, 10.012294, -2.306082], [1.010604, 10.867460, -2.137569], [0.075180, 9.904037, -1.413413], [0.935182, 9.071650, -0.617119], [2.234990, 9.411935, -3.217956], [3.197121, 10.566525, -2.283355], [0.591907, 11.239955, -3.069707], [1.229565, 11.722030, -1.496183], [-0.474853, 9.262757, -2.105887], [-0.631227, 10.390770, -0.746005], [-1.578673, -5.532740, 2.975643], [-1.873367, -4.379626, 3.107795], [-0.966912, -3.174865, 3.024919], [-1.818264, -2.063313, 3.630900], [-3.229495, -2.545634, 3.316956], [-3.147093, -3.984426, 3.337525], [-0.737027, -2.992431, 1.973882], [-0.039727, -3.361365, 3.562471], [-1.602949, -1.072900, 3.235167], [-1.675500, -2.037710, 4.712411], [-3.562761, -2.238559, 2.322840], [-3.974113, -2.243776, 4.049524], [1.360402, -3.743056, 5.123072], [2.175571, -4.619097, 5.126559], [2.363813, -5.738977, 6.132930], [3.765202, -6.262032, 5.816157], [3.884240, -5.932713, 4.332208], [3.097260, -4.741714, 4.144290], [1.589962, -6.485615, 5.941907], [2.238584, -5.358856, 7.143000], [3.905230, -7.320018, 6.024796], [4.509086, -5.700644, 6.383010], [3.466099, -6.714272, 3.696453], [4.897314, -5.719691, 4.001252], [-2.361373, 3.359449, -7.151037], [-2.472012, 2.927946, -6.042757], [-3.608534, 2.111937, -5.454121], [-3.375704, 2.232974, -3.950384], [-1.864033, 2.422899, -3.881904], [-1.520785, 3.115270, -5.095935], [-3.500611, 1.086091, -5.812644], [-4.562701, 2.503141, -5.796332], [-3.718469, 1.377318, -3.371863], [-3.875289, 3.124847, -3.568883], [-1.326496, 1.471273, -3.870919], [-1.524536, 3.028666, -3.047966], [-2.475243, 3.301399, 7.106115], [-1.767006, 4.054505, 7.705040], [-1.572703, 4.171641, 9.206306], [-0.892007, 5.528379, 9.360594], [-0.156751, 5.656035, 8.029860], [-0.974160, 4.955690, 7.078884], [-0.931622, 3.346888, 9.523863], [-2.529372, 4.084670, 9.713737], [-0.227233, 5.603391, 10.218267], [-1.644779, 6.313422, 9.442947], [0.825150, 5.178178, 8.053052], [-0.042985, 6.679956, 7.683174]], "forces_ev_per_angstrom": [[-0.2, 0.0, -0.3], [0.2, 0.1, -0.1], [0.2, 0.0, 0.0], [-0.1, 0.0, 0.0], [-0.3, -0.2, -0.1], [0.1, 0.1, 0.2], [0.1, -0.1, 0.3], [-0.1, -0.1, -0.1], [0.0, 0.0, 0.1], [-0.1, -0.1, -0.4], [0.0, 0.1, 0.2], [0.2, 0.1, 0.0], [0.0, 0.1, 0.0], [0.0, -0.1, 0.0], [0.0, 0.0, 0.1], [0.2, 0.0, 0.0], [0.0, 0.1, 0.1], [0.0, -0.1, 0.0], [-0.3, -0.1, 0.1], [-0.1, -0.1, 0.0], [0.0, 0.1, 0.0], [0.0, 0.0, 0.0], [0.1, 0.0, 0.0], [0.1, 0.0, -0.1], [0.0, 0.0, 0.0], [0.1, 0.0, -0.1], [0.0, -0.1, 0.0], [0.0, 0.1, 0.0], [-0.1, 0.0, 0.1], [0.1, 0.0, 0.1], [-0.1, 0.0, 0.0], [0.0, 0.0, 0.0], [0.0, 0.1, -0.2], [0.0, -0.1, 0.2], [0.2, -0.2, -0.2], [-0.1, 0.0, -0.1], [0.2, 0.2, 0.1], [-0.1, -0.1, -0.2], [0.0, 0.1, 0.0], [0.0, 0.1, 0.2], [0.0, 0.0, 0.1], [0.0, 0.0, 0.0], [0.0, 0.2, -0.6], [0.0, 0.1, 0.0], [0.0, 0.0, 0.0], [-0.1, 0.1, -0.2], [0.0, 0.2, 0.3], [-0.1, 0.0, -0.2], [0.0, 0.0, 0.1], [0.1, -0.2, 0.2], [0.0, 0.0, 0.0], [0.1, -0.2, -0.1], [0.0, 0.0, 0.1], [-0.1, 0.0, 0.0], [0.0, 0.0, 0.0], [0.0, 0.0, 0.0], [-0.1, -0.1, -0.1], [0.1, 0.0, 0.1], [-0.1, 0.1, -0.1], [0.0, -0.1, 0.1], [0.0, 0.2, -0.1], [0.0, 0.0, 0.0], [0.0, 0.0, 0.0], [0.1, 0.0, 0.0], [0.0, 0.0, 0.0], [0.0, 0.0, 0.0], [0.0, 0.0, 0.0], [0.0, 0.0, 0.0], [0.1, 0.0, 0.0], [-0.1, 0.0, 0.1], [0.0, -0.2, -0.2], [0.0, 0.1, 0.0], [0.0, -0.1, 0.0], [0.0, 0.0, 0.0], [0.1, 0.0, 0.0], [0.0, 0.0, 0.2], [0.0, 0.0, 0.0], [0.0, 0.0, 0.0], [0.0, 0.0, 0.0], [0.0, 0.0, 0.0], [0.0, 0.0, 0.0], [-0.1, -0.1, -0.1], [-0.1, 0.1, 0.1], [0.1, 0.0, 0.0], [0.0, 0.0, 0.0], [0.0, 0.0, 0.0], [0.0, 0.0, 0.0], [0.0, -0.1, 0.0], [0.0, 0.0, 0.0], [0.0, 0.0, 0.0], [0.0, 0.0, 0.0], [0.0, 0.0, 0.0], [0.0, -0.3, 0.1], [0.1, 0.3, -0.1], [-0.1, 0.1, 0.2], [0.1, 0.0, 0.0], [0.0, 0.1, 0.0], [0.0, -0.1, 0.0], [0.0, 0.0, 0.0], [-0.1, 0.0, -0.2], [0.0, 0.0, -0.1], [0.0, 0.0, 0.0], [0.0, 0.0, 0.0], [0.0, 0.0, 0.0], [0.1, 0.0, 0.1], [-0.1, -0.1, 0.1], [0.1, 0.0, 0.0], [-0.1, 0.2, 0.0], [0.1, -0.2, 0.0], [0.1, -0.3, 0.6], [0.0, 0.0, 0.0], [-0.1, 0.0, 0.0], [0.0, 0.0, 0.0], [0.0, 0.0, 0.0], [0.0, 0.0, 0.0], [0.0, 0.0, 0.0], [0.0, 0.0, 0.0], [0.0, -0.1, 0.0], [0.0, 0.1, 0.1], [0.0, 0.0, 0.0], [0.0, 0.0, 0.0], [0.0, 0.0, 0.0], [0.0, 0.0, 0.0], [0.0, -0.1, -0.1], [0.0, 0.0, 0.0], [0.0, 0.0, 0.0], [0.0, 0.0, 0.0], [0.0, 0.0, 0.0], [-0.1, 0.0, 0.1], [0.0, -0.1, 0.1], [0.0, 0.2, 0.0], [-0.1, 0.0, 0.0], [0.0, 0.0, 0.0], [0.0, 0.0, 0.0], [0.0, 0.0, 0.0], [0.0, -0.1, 0.0], [0.0, 0.0, 0.0], [0.0, 0.0, 0.0], [0.0, 0.0, 0.0], [0.0, 0.0, 0.0]], "lumo_energy_ev": 0.576, "smiles": "CCCCCO[P@@](=O)(O)OC[C@@H](C)F.O=C1CCCO1.O=C1CCCO1.O=C1CCCO1.O=C1CCCO1.O=C1CCCO1.O=C1CCCO1.O=C1CCCO1.O=C1CCCO1.O=C1CCCO1", "total_energy_ha": -3816.5357, "fmax_ev_per_a": 0.7, "total_charge": 0, "spin_multiplicity": 1, "gap_ha": 0.38216, "relative_energy_kj_mol": 0.00}